(1)
C45H28N11O9RbSSe | ωB97M-V/def2-TZVPD

Last column: Löwdin charge in e.
Cartesian coordinates (Å):
Rb: -1.073 -0.024 0.244  0.75
O: -4.211 3.158 -0.639  -0.14
C: -3.639 4.175 -1.229  -0.35
C: -4.455 5.081 -2.008  -0.06
C: -3.955 6.099 -2.719  -0.18
C: -2.619 6.314 -2.741  -0.18
C: -1.728 5.530 -2.036  -0.07
C: -2.180 4.458 -1.272  -0.07
C: -1.272 3.556 -0.457  -0.39
O: -1.877 2.775 0.413  -0.04
N: 0.015 3.619 -0.673  0.05
N: 0.793 2.967 0.278  0.00
C: 1.739 2.176 -0.123  -0.13
C: 2.198 1.533 -1.364  -0.15
C: 1.654 1.838 -2.621  -0.05
C: 2.250 1.413 -3.799  -0.16
C: 3.343 0.602 -3.740  -0.13
C: 3.821 0.177 -2.482  -0.06
C: 3.323 0.686 -1.250  -0.49
O: 3.722 0.326 -0.096  -0.11
H: -2.865 2.826 0.196  0.06
H: -5.549 4.915 -1.917  0.11
H: -4.509 6.722 -3.407  0.09
H: -2.259 7.071 -3.412  0.07
H: -0.612 5.765 -2.141  0.13
H: 2.355 1.959 0.728  0.09
H: 0.735 2.383 -2.576  0.09
H: 1.699 1.751 -4.670  0.08
H: 3.747 0.224 -4.666  0.08
H: 4.702 -0.403 -2.343  0.08
Se: -2.145 -4.206 -7.511  1.03
N: -0.760 -4.088 -6.367  -0.23
C: -1.140 -3.339 -5.367  -0.32
C: -0.310 -2.942 -4.277  -0.13
C: 1.036 -3.256 -4.260  -0.02
C: 1.874 -2.808 -3.285  -0.03
C: 1.293 -1.854 -2.403  -0.13
N: 0.023 -1.478 -2.419  0.13
C: -0.749 -2.002 -3.374  -0.16
C: -2.129 -1.520 -3.437  -0.13
N: -2.414 -0.525 -2.538  0.10
C: -3.625 0.079 -2.642  -0.08
C: -4.545 -0.276 -3.595  -0.05
C: -4.269 -1.283 -4.504  0.01
C: -2.988 -1.843 -4.480  -0.11
C: -2.491 -2.734 -5.508  -0.31
N: -3.158 -3.110 -6.569  -0.26
H: 1.324 -3.994 -4.997  0.11
H: 2.951 -3.043 -3.263  0.12
H: 1.987 -1.422 -1.633  0.11
H: -3.831 0.971 -2.055  0.11
H: -5.491 0.192 -3.645  0.10
H: -4.938 -1.580 -5.259  0.10
N: 3.077 -2.461 2.282  0.13
C: 3.626 -3.136 1.231  -0.27
C: 5.020 -3.301 1.213  -0.01
C: 5.566 -4.087 0.196  -0.09
C: 4.779 -4.692 -0.805  -0.12
C: 3.454 -4.491 -0.804  -0.14
C: 2.854 -3.780 0.250  -0.41
S: 1.099 -3.464 0.405  0.98
N: 1.064 -1.924 1.168  -0.23
C: 1.973 -1.696 2.052  -0.36
C: 1.836 -0.450 2.847  -0.20
C: 2.525 -0.288 4.026  0.00
C: 2.278 0.842 4.822  -0.03
C: 1.301 1.764 4.388  -0.03
C: 0.623 1.475 3.207  -0.14
N: 0.897 0.418 2.479  0.09
H: 3.770 -1.936 2.724  0.09
H: 5.686 -2.763 1.981  0.14
H: 6.620 -4.217 0.204  0.08
H: 5.247 -5.305 -1.569  0.10
H: 2.781 -4.956 -1.561  0.12
H: 3.189 -1.083 4.350  0.11
H: 2.816 1.064 5.727  0.09
H: 1.038 2.681 4.886  0.10
H: -0.160 2.076 2.804  0.10
O: -0.515 -2.932 3.686  0.00
C: -1.405 -2.123 3.432  -0.72
O: -2.073 -2.056 2.386  -0.09
C: -1.787 -1.105 4.509  -0.09
C: -2.261 0.116 4.121  0.06
C: -2.254 1.207 4.993  -0.15
C: -1.948 1.043 6.303  0.05
C: -1.645 -0.255 6.752  -0.07
C: -1.478 -1.311 5.846  0.08
N: -1.048 -0.396 8.164  -0.35
O: -0.281 -1.274 8.428  0.08
O: -1.353 0.510 8.951  0.03
N: -2.637 2.561 4.593  -0.33
O: -2.352 3.416 5.426  0.05
O: -3.266 2.659 3.557  0.12
H: -2.494 0.310 3.098  0.11
H: -1.969 1.911 6.959  0.13
H: -0.990 -2.181 6.200  0.12

Output
- LUMO level: 2.8 eV
- Charge: -2
- 2S+1: 1

=====

(2)
C45H29N11O2Ti | ωB97M-V/def2-TZVPD

Last column: Löwdin charge in e.
Cartesian coordinates (Å):
Ti: 0.196 0.135 0.043  1.23
C: 4.722 4.098 2.537  -0.09
C: 5.333 2.888 2.943  -0.08
C: 4.688 1.680 2.822  -0.01
C: 3.401 1.682 2.268  -0.10
C: 2.458 0.642 2.003  -0.29
N: 2.547 -0.603 2.436  0.22
C: 1.599 -1.481 2.268  -0.30
C: 1.611 -2.789 2.863  -0.12
C: 2.501 -3.412 3.741  -0.01
C: 2.212 -4.702 4.131  -0.08
C: 1.060 -5.372 3.671  -0.08
C: 0.180 -4.756 2.808  -0.01
C: 0.475 -3.451 2.411  -0.12
C: -0.215 -2.548 1.525  -0.26
N: -1.319 -2.926 0.864  0.21
C: -1.902 -2.066 0.084  -0.28
N: -1.542 -0.784 -0.144  0.04
C: -2.504 -0.158 -1.063  -0.48
N: -3.139 1.018 -0.560  0.22
C: -2.395 1.878 0.018  -0.28
N: -1.046 1.781 0.390  0.04
C: -0.630 3.063 0.734  -0.30
N: 0.542 3.454 1.091  0.21
C: 1.503 2.542 1.371  -0.27
N: 1.338 1.194 1.394  0.05
C: 2.799 2.880 1.860  -0.12
C: 3.456 4.110 2.005  -0.02
C: -1.770 3.987 0.671  -0.11
C: -1.852 5.352 0.895  0.00
C: -3.096 5.947 0.738  -0.07
C: -4.215 5.196 0.364  -0.07
C: -4.116 3.832 0.129  -0.01
C: -2.873 3.248 0.298  -0.10
C: -3.504 -1.249 -1.351  -0.08
C: -4.665 -1.231 -2.100  -0.01
C: -5.390 -2.414 -2.200  -0.06
C: -4.974 -3.573 -1.544  -0.07
C: -3.829 -3.570 -0.759  0.00
C: -3.114 -2.389 -0.680  -0.10
N: 0.448 -1.365 1.447  0.06
H: 5.264 5.027 2.656  0.10
H: 6.332 2.919 3.358  0.10
H: 5.151 0.755 3.137  0.11
H: 3.382 -2.893 4.094  0.11
H: 2.883 -5.216 4.808  0.10
H: 0.870 -6.384 4.004  0.10
H: -0.709 -5.255 2.445  0.11
H: 2.974 5.031 1.705  0.11
H: -0.975 5.915 1.186  0.12
H: -3.205 7.011 0.905  0.10
H: -5.171 5.690 0.252  0.10
H: -4.971 3.241 -0.170  0.12
H: -5.013 -0.325 -2.579  0.12
H: -6.300 -2.433 -2.785  0.10
H: -5.562 -4.477 -1.635  0.10
H: -3.501 -4.448 -0.217  0.12
O: 3.947 -0.016 -1.574  0.08
C: 2.791 0.243 -1.296  -0.45
N: 1.862 -0.599 -0.749  -0.07
C: 2.271 -1.996 -0.708  -0.13
C: 1.248 -2.921 -1.312  -0.27
C: 1.313 -4.284 -1.035  -0.02
C: 0.389 -5.126 -1.620  -0.06
C: -0.572 -4.586 -2.467  -0.07
C: -0.558 -3.219 -2.677  -0.14
N: 0.330 -2.398 -2.114  0.13
C: 2.212 1.576 -1.672  -0.18
C: 3.005 2.605 -2.141  0.03
C: 2.380 3.755 -2.592  -0.03
C: 0.993 3.816 -2.579  -0.03
C: 0.284 2.749 -2.064  -0.11
N: 0.880 1.649 -1.603  0.07
H: 2.490 -2.311 0.313  0.11
H: 3.204 -2.097 -1.268  0.13
H: 2.065 -4.664 -0.353  0.12
H: 0.407 -6.189 -1.411  0.11
H: -1.319 -5.207 -2.942  0.10
H: -1.301 -2.748 -3.313  0.11
H: 4.077 2.469 -2.147  0.13
H: 2.964 4.589 -2.958  0.11
H: 0.461 4.685 -2.940  0.11
H: -0.798 2.768 -2.010  0.11
C: -2.330 0.733 -3.313  -0.07
O: -1.684 0.160 -2.190  -0.13
H: -1.538 1.054 -3.986  0.09
H: -2.946 1.592 -3.034  0.09
H: -2.948 -0.007 -3.827  0.08

Output
- LUMO level (alpha / beta): -1.1 / -1.1 eV
- 2S+1: 1

=====

(3)
C45H32CdN8O4 | ωB97M-V/def2-TZVPD

Last column: Löwdin charge in e.
Cartesian coordinates (Å):
Cd: 0.908 0.536 -0.567  1.36
O: 0.232 1.050 -4.902  -0.02
C: 0.431 0.667 -3.738  -0.50
N: 0.546 1.387 -2.615  0.01
C: 0.370 2.770 -2.626  -0.23
C: -0.032 3.483 -3.763  -0.04
C: -0.152 4.865 -3.765  -0.14
C: 0.149 5.580 -2.620  -0.14
C: 0.514 4.903 -1.465  -0.05
C: 0.598 3.504 -1.416  -0.24
N: 0.853 2.787 -0.242  0.01
C: 1.047 3.368 0.937  -0.50
O: 1.185 4.573 1.225  -0.04
C: 1.050 2.419 2.124  -0.20
C: 0.614 2.926 3.350  -0.02
C: 0.609 2.102 4.458  -0.09
C: 1.063 0.798 4.319  -0.08
C: 1.484 0.385 3.067  -0.15
N: 1.479 1.168 1.995  0.08
C: 0.559 -0.843 -3.609  -0.22
C: -0.493 -1.647 -4.055  -0.03
C: -0.338 -3.018 -4.042  -0.09
C: 0.878 -3.554 -3.632  -0.10
C: 1.871 -2.676 -3.237  -0.17
N: 1.721 -1.354 -3.215  0.12
H: -0.242 2.927 -4.662  0.08
H: -0.474 5.377 -4.667  0.08
H: 0.100 6.664 -2.616  0.08
H: 0.724 5.457 -0.567  0.08
H: 0.293 3.957 3.391  0.10
H: 0.262 2.469 5.418  0.09
H: 1.077 0.112 5.157  0.09
H: 1.844 -0.628 2.917  0.10
H: -1.414 -1.176 -4.365  0.11
H: -1.147 -3.670 -4.355  0.09
H: 1.045 -4.624 -3.609  0.08
H: 2.837 -3.045 -2.905  0.10
C: 6.220 3.458 -1.602  -0.12
C: 4.872 3.512 -1.936  -0.08
C: 4.023 2.477 -1.592  -0.01
C: 4.505 1.384 -0.870  -0.25
C: 5.865 1.324 -0.547  -0.04
C: 6.712 2.353 -0.917  -0.12
N: 3.603 0.350 -0.588  0.03
N: 3.902 -0.376 0.375  0.06
C: 3.010 -1.421 0.643  -0.36
C: 3.536 -2.479 1.401  -0.08
C: 2.715 -3.511 1.811  -0.13
C: 1.379 -3.523 1.415  -0.10
C: 0.893 -2.509 0.599  -0.15
C: 1.653 -1.395 0.258  -0.19
H: 6.886 4.265 -1.883  0.09
H: 4.479 4.366 -2.475  0.10
H: 2.976 2.495 -1.863  0.08
H: 6.233 0.458 -0.013  0.09
H: 7.767 2.299 -0.670  0.09
H: 4.598 -2.485 1.631  0.09
H: 3.109 -4.308 2.432  0.08
H: 0.716 -4.309 1.763  0.09
H: -0.128 -2.581 0.245  0.06
O: -2.542 0.008 -2.376  0.04
C: -2.435 -0.403 -1.237  -0.55
N: -3.372 -1.303 -0.685  0.13
C: -3.209 -1.372 0.751  -0.29
C: -1.823 -0.609 0.883  -0.50
O: -1.254 -0.517 1.959  0.03
N: -1.472 -0.111 -0.307  0.12
C: -4.320 -0.610 1.463  -0.14
C: -5.643 -0.979 1.224  -0.04
C: -6.695 -0.242 1.742  -0.10
C: -6.442 0.874 2.527  -0.11
C: -5.130 1.228 2.801  -0.08
C: -4.074 0.492 2.276  0.00
C: -3.028 -2.780 1.270  -0.14
C: -2.622 -3.807 0.420  -0.03
C: -2.374 -5.077 0.916  -0.10
C: -2.533 -5.344 2.269  -0.12
C: -2.936 -4.327 3.122  -0.09
C: -3.180 -3.055 2.627  -0.02
H: -4.295 -1.287 -1.085  0.13
H: -5.852 -1.858 0.622  0.12
H: -7.717 -0.532 1.524  0.09
H: -7.262 1.466 2.915  0.09
H: -4.918 2.096 3.414  0.10
H: -3.053 0.777 2.494  0.11
H: -2.489 -3.594 -0.633  0.11
H: -2.043 -5.862 0.246  0.10
H: -2.331 -6.335 2.659  0.09
H: -3.058 -4.526 4.180  0.09
H: -3.476 -2.259 3.299  0.12

Output
- LUMO level: 4.2 eV
- Charge: -2
- 2S+1: 1